DFT (wB97M-V/def2-TZVPD) results for C21H22BrIN7O4PdS as an isolated structure in a non-equilibrium geometry.

## Properties
**Relative energy (zero: lowest compared OMol25 entry of this formula, charge and spin)**: 0.0 kcal per mole
**Net charge**: +1

Cartesian coordinates (Å):
Pd (-0.290, 1.319, 0.480)
O (0.922, -3.211, -4.724)
C (-0.464, -3.017, -4.876)
N (-0.855, -2.234, -3.721)
C (-2.108, -1.751, -3.624)
O (-2.956, -1.911, -4.481)
C (-2.427, -0.983, -2.370)
C (-3.716, -1.055, -1.863)
C (-4.021, -0.369, -0.705)
C (-3.037, 0.385, -0.095)
N (-1.805, 0.497, -0.606)
C (-1.500, -0.186, -1.724)
H (1.196, -3.946, -5.280)
H (-1.012, -3.965, -4.889)
H (-0.708, -2.459, -5.783)
H (-0.215, -2.245, -2.940)
H (-4.452, -1.651, -2.386)
H (-5.006, -0.423, -0.263)
H (-3.226, 0.905, 0.832)
H (-0.491, -0.078, -2.095)
Br (-0.274, -6.297, -1.239)
C (0.813, -4.758, -1.093)
C (2.075, -4.756, -1.665)
C (2.848, -3.608, -1.595)
C (2.361, -2.471, -0.970)
C (1.107, -2.498, -0.373)
C (0.325, -3.648, -0.427)
C (0.525, -1.301, 0.311)
O (-0.312, -1.472, 1.189)
O (0.892, -0.152, -0.176)
H (2.443, -5.640, -2.168)
H (3.832, -3.601, -2.044)
H (2.951, -1.565, -0.933)
H (-0.644, -3.660, 0.052)
C (2.484, 2.552, 5.793)
C (2.930, 1.481, 4.791)
C (2.514, 1.823, 3.399)
N (1.383, 1.512, 2.881)
N (1.242, 2.002, 1.604)
C (2.275, 2.683, 1.169)
N (2.320, 3.267, -0.046)
S (3.531, 2.768, 2.334)
H (2.814, 2.286, 6.795)
H (1.398, 2.636, 5.802)
H (2.907, 3.526, 5.545)
H (2.479, 0.520, 5.038)
H (4.013, 1.361, 4.827)
H (1.660, 2.934, -0.733)
H (3.198, 3.612, -0.395)
I (-4.156, 6.143, 0.653)
C (-2.807, 4.687, 1.170)
C (-2.205, 4.491, 2.394)
N (-1.392, 3.430, 2.263)
N (-1.443, 2.919, 1.027)
C (-2.295, 3.677, 0.346)
H (-2.302, 5.025, 3.323)
H (-0.813, 2.986, 2.960)
H (-2.504, 3.482, -0.693)